[1]
The following is a quantum chemistry calculation of C3H4N2O in the gas phase in a non-equilibrium geometry, from the OMol25 dataset.

SMILES: C=CN1NC1=O
Total energy: -8199.699 eV
Net charge: 0
Lowest unoccupied orbital energy: 0.817 eV
Kohn-Sham gap: 9.87 eV
M: 84.08 g/mol
Energy above the lowest of the compared OMol25 structures with the same formula, charge and spin: 403.9 kJ/mol

Last column: Mulliken charge in e.
CARTESIAN COORDINATES (ANGSTROEM)
O 2.4059 -0.9704 -0.3898  -0.403
N 1.4933 1.2408 -0.1638  -0.496
N 0.5988 0.2879 0.5368  -0.122
C -1.5671 -0.8861 0.3265  -0.780
C 1.7066 -0.0983 -0.1583  0.630
C -0.8052 0.1839 0.2463  0.010
H -1.0847 -1.8033 0.3667  0.311
H -1.3543 1.0536 0.0202  0.299
H 1.1677 1.6519 -1.0095  0.264
H -2.5609 -0.6600 0.2249  0.287



[2]
The following is a quantum chemistry calculation of a molecular structure, C20H22N3PdSeSi, from the OMol25 dataset.

Total energy: -102275.258 eV
Net charge: -1
Lowest unoccupied orbital energy: 2.753 eV
Kohn-Sham gap: 6.45 eV
M: 517.88 g/mol
Energy above the lowest of the compared OMol25 structures with the same formula, charge and spin: 0.0 kJ/mol

Last column: Mulliken charge in e.
CARTESIAN COORDINATES (ANGSTROEM)
Pd 0.4639 0.4574 -1.7570  -0.129
Se -1.9970 0.2447 -1.9519  -0.659
Si -2.1781 2.3241 -1.1583  0.638
N 2.9624 0.3049 -3.3103  -0.642
N 1.2646 -3.2694 0.8141  -0.524
N 1.8977 -1.2575 2.5981  -0.567
C -0.9826 -2.4078 0.6187  1.209
C 2.4802 1.0312 -2.2546  -0.258
C 0.6232 -1.3732 2.1687  0.491
C -0.2463 -4.1687 -0.8183  -0.493
C 3.2279 -1.5700 -1.8306  -0.348
C -1.2358 -3.3088 -0.4249  -0.741
C 1.2096 0.5628 4.0047  -0.540
C -0.0802 0.4590 3.5604  -0.509
C 2.4277 0.5132 -0.9323  -0.981
C 0.3058 -2.3948 1.1775  0.015
C -4.0006 2.8267 -1.0566  -1.150
C 0.9821 -4.1209 -0.1461  -0.462
C -1.4927 2.5585 0.5854  -0.679
C -1.3386 3.6097 -2.2502  -0.903
C -1.9991 -1.5170 1.1001  -0.847
C 3.2991 -0.9427 -3.0862  -0.294
C 2.8006 -0.8375 -0.7485  0.198
C -0.4068 -0.5245 2.6179  0.964
C 2.1634 -0.3218 3.4850  -0.432
C -1.7333 -0.6436 2.0859  -0.764
H -0.4556 2.2200 0.6354  0.028
H 3.1990 -0.2461 3.8037  0.403
H -1.5401 3.6106 0.8867  0.478
H 3.5229 -2.6063 -1.7244  0.394
H 2.7811 -1.2738 0.2426  0.505
H -1.5186 4.6238 -1.8767  0.326
H -4.1154 3.8438 -0.6682  0.336
H 1.7734 -4.8125 -0.4211  0.435
H -2.2008 -3.2916 -0.9163  0.400
H -4.4656 2.7808 -2.0438  0.274
H 2.3247 1.1681 -0.0737  0.461
H -0.2621 3.4289 -2.2774  0.138
H 3.6664 -1.5051 -3.9417  0.333
H -4.5472 2.1446 -0.4006  0.276
H -2.9731 -1.5523 0.6318  0.344
H -0.8513 1.1365 3.9082  0.394
H -1.7105 3.5441 -3.2747  0.263
H -2.0714 1.9726 1.3033  0.068
H 2.4151 2.1004 -2.4274  0.409
H -0.3931 -4.8679 -1.6306  0.388
H -2.4980 0.0314 2.4503  0.376
H 1.5029 1.3158 4.7242  0.380



[3]
The following is a quantum chemistry calculation of a molecular structure, C8H6Br2N2 in a non-equilibrium geometry, from the OMol25 dataset.

Total energy: -151451.406 eV
Net charge: 0
Lowest unoccupied orbital energy (spin up / spin down): -0.917 / -1.350 eV
Kohn-Sham gap (spin up / spin down): 8.15 / 7.89 eV
M: 289.96 g/mol
Energy above the lowest of the compared OMol25 structures with the same formula, charge and spin: 92.1 kJ/mol

Last column: Mulliken charge in e.
CARTESIAN COORDINATES (ANGSTROEM)
Br 2.6749 2.1021 0.8072  -0.116
Br -3.3258 1.5371 0.7831  -0.045
N 0.2478 2.0715 -2.2449  -0.460
N -2.9836 -1.4399 -1.5063  -0.426
C -2.3760 0.9480 -0.7312  -0.591
C 0.9934 -0.0906 0.1881  0.015
C 0.9621 1.6299 -1.4891  0.247
C -2.6385 -0.3794 -1.1813  0.530
C 1.7944 0.8597 -0.6224  -0.046
C -0.1177 -1.4913 1.4100  -0.285
C -0.2532 -0.2602 0.5453  0.030
C 1.4306 -1.3242 1.0292  -0.729
H 2.7109 0.6051 -1.2564  0.363
H -1.9989 1.7926 -1.2325  0.537
H 2.2369 -0.9356 1.6815  0.271
H 1.8116 -2.1378 0.3495  0.212
H -0.7175 -2.3992 1.0482  0.278
H -0.4515 -1.0878 2.4220  0.216



[4]
The following is a quantum chemistry calculation of 16 unconnected molecules or ions with the total composition C8H28B2O30 in a non-equilibrium geometry, from the OMol25 dataset.

Total energy: -71545.424 eV
Net charge: -2
Lowest unoccupied orbital energy: 4.024 eV
Kohn-Sham gap: 9.86 eV
M: 625.91 g/mol
Energy above the lowest of the compared OMol25 structures with the same formula, charge and spin: 30.5 kJ/mol

Last column: Mulliken charge in e.
CARTESIAN COORDINATES (ANGSTROEM)
O -27.1293 -15.0191 16.8525  -0.575
O -27.9583 -17.0274 18.0016  0.192
O -29.2236 -15.4644 11.3304  -0.695
O -28.4651 -14.7171 18.7309  -0.531
O -30.5804 -18.8541 18.9767  -0.696
O -32.4839 -18.7886 13.2777  -0.608
O -29.0868 -16.2606 14.5480  -0.292
O -28.5845 -13.3977 13.3013  -0.701
O -25.5800 -19.2814 16.0528  -0.593
O -25.2391 -17.4120 20.1047  -0.619
O -33.9988 -16.6844 11.5579  -0.663
O -25.8109 -15.3101 13.3037  -0.666
O -35.2160 -13.5017 12.3155  -0.657
O -29.4462 -21.7428 14.4032  -0.690
O -26.9878 -21.6608 17.9617  -0.677
O -31.5063 -16.2175 14.3021  0.026
O -27.2964 -17.6061 14.4303  -0.918
O -30.7346 -11.5567 14.6617  -0.620
O -27.4115 -18.9992 18.9424  -0.732
O -32.1078 -13.6197 16.4299  -0.763
O -31.4672 -13.6577 19.8398  -0.679
O -29.1332 -12.6103 18.3443  -0.696
O -30.3663 -17.6342 15.9529  0.350
O -26.3236 -15.7416 19.0683  -0.678
O -33.0847 -14.6938 13.8341  -0.807
O -32.4494 -19.7762 15.9395  -0.741
O -29.0115 -19.3744 16.0206  -0.618
O -30.5676 -15.2054 16.1847  -0.177
O -27.3827 -12.9236 16.0338  -0.680
O -34.7753 -14.0285 17.3962  -0.667
C -28.5193 -13.5942 18.0465  0.421
C -29.2662 -18.2688 15.6254  0.988
C -28.4098 -17.3450 14.7939  0.278
C -27.5965 -13.7829 16.8454  0.609
C -27.2820 -17.8194 18.7934  0.400
C -26.1517 -17.0012 19.4571  0.232
C -32.1680 -15.1090 14.4834  0.064
C -31.6362 -14.5408 15.8156  0.841
B -30.3771 -16.3159 15.2577  0.572
B -27.4616 -15.6405 18.1438  1.516
H -28.3354 -13.7558 14.1641  0.137
H -29.2397 -20.8718 14.7901  0.384
H -35.9706 -13.6479 12.8938  0.294
H -34.4491 -13.7563 12.8534  0.539
H -29.5048 -16.3673 11.5072  0.326
H -30.4794 -11.7317 15.5799  0.297
H -26.2509 -15.9432 13.8938  0.329
H -28.5874 -22.1096 14.1734  0.285
H -30.6773 -18.0501 19.4982  0.322
H -32.0920 -17.9213 13.1037  0.296
H -34.1287 -17.1581 12.3877  0.330
H -29.1424 -15.0495 12.2087  0.297
H -31.5806 -19.3944 16.1418  0.287
H -25.4422 -19.5879 15.1527  0.288
H -32.3972 -19.2758 12.4503  0.280
H -26.0264 -18.4310 15.9419  0.263
H -26.0313 -21.7403 17.9124  0.289
H -29.1347 -12.6309 13.5130  0.318
H -31.3650 -14.1761 19.0343  0.331
H -35.1958 -13.1728 17.2769  0.278
H -26.0044 -15.6382 12.4203  0.291
H -29.6518 -18.8532 18.6955  0.325
H -30.6740 -13.1087 19.8632  0.355
H -34.0191 -15.7517 11.8086  0.341
H -31.5832 -11.1086 14.7276  0.282
H -33.8517 -13.8865 17.1113  0.417
H -27.1644 -20.7454 17.6971  0.382
H -32.5749 -19.6095 14.9872  0.387



[5]
The following is a quantum chemistry calculation of a molecular structure, C22H36N7O3PdS, from the OMol25 dataset.

Total energy: -54258.797 eV
Net charge: +3
Lowest unoccupied orbital energy (spin up / spin down): -8.053 / -11.865 eV
Kohn-Sham gap (spin up / spin down): 9.34 / 5.45 eV
2S+1: 5
M: 585.06 g/mol
⟨S²⟩: 6.068
Energy above the lowest of the compared OMol25 structures with the same formula, charge and spin: 0.0 kJ/mol

Last column: Mulliken spin population.
CARTESIAN COORDINATES (ANGSTROEM)
Pd -0.1350 0.9453 -0.9137  1.469
S -1.0439 -1.1236 0.8908  -0.035
O 0.3049 -1.1159 1.3656  0.059
O 1.9064 0.9324 -1.2304  0.081
O -1.3721 -1.6736 -0.3877  0.030
N 4.0512 0.4171 -1.0253  0.008
N -1.4591 0.5155 0.7720  0.606
N -0.6468 2.3708 1.8730  0.113
N -0.4733 3.0808 -1.4323  0.302
N -1.7915 0.6459 3.0700  0.108
N -4.4298 -4.3634 4.3810  0.358
N -0.9411 0.6581 -2.9641  0.279
C -1.6711 1.3548 4.1907  -0.022
C 4.5040 -2.7183 -0.4831  0.000
C -1.7242 3.5827 -0.8269  -0.015
C -0.5692 3.0796 -2.9092  -0.026
C -1.9882 -0.3821 -3.0329  -0.019
C -1.2929 1.2183 1.9780  -0.080
C -2.0997 -1.9826 2.0375  0.249
C 3.0108 -2.4151 -0.4250  0.001
C 2.4952 -1.4130 -1.4707  0.020
C -1.4818 1.9728 -3.3769  -0.003
C 0.6908 3.8621 -0.9736  -0.014
C -0.4811 3.0405 3.0158  -0.028
C -3.6777 -3.5829 3.6272  0.142
C -3.4507 -2.1514 1.6936  -0.079
C -4.2449 -2.9356 2.4791  0.188
C 5.2645 -0.4078 -1.1830  0.002
C -1.0087 2.5764 4.2133  0.134
C 5.3897 -1.5228 -0.1604  0.000
C -2.2952 -3.3918 3.9511  0.190
C -1.5196 -2.5956 3.1549  -0.065
C 2.8116 0.0313 -1.2173  -0.015
C 0.1981 0.2604 -3.8219  -0.008
H 6.1005 0.2847 -1.1188  0.000
H 0.0683 3.9725 2.9647  0.001
H 2.9009 -1.6663 -2.4583  0.001
H -2.0946 0.9281 5.0914  0.001
H -0.9441 4.0503 -3.2471  0.015
H -2.0147 4.5127 -1.3230  0.015
H 1.5844 3.5039 -1.4776  0.001
H 4.7596 -3.0984 -1.4777  0.000
H -4.0563 -4.8434 5.1921  -0.014
H -1.5567 3.7746 0.2246  -0.004
H -0.1541 0.1360 -4.8494  0.005
H 2.4576 -3.3413 -0.5895  0.000
H 5.2650 -0.8143 -2.1978  0.001
H -0.4701 -2.4462 3.3700  0.002
H -5.2881 -3.0941 2.2385  -0.006
H -0.9004 3.1401 5.1287  0.004
H -1.5772 1.9938 -4.4666  0.011
H 2.7422 -2.0593 0.5726  0.001
H 6.4337 -1.8365 -0.1356  0.000
H 4.7200 -3.5273 0.2148  0.000
H 0.4355 2.9647 -3.3135  0.001
H -2.4845 2.0747 -2.9635  0.003
H 1.4073 -1.4896 -1.5412  -0.005
H -1.5516 -1.3546 -2.8303  0.003
H -1.8778 -3.8899 4.8170  -0.006
H -2.7640 -0.1683 -2.3002  0.002
H -2.4283 -0.3830 -4.0338  0.020
H 0.9832 1.0104 -3.7976  0.001
H -5.4082 -4.5250 4.1702  -0.014
H 0.5966 -0.6877 -3.4702  0.003
H -2.5269 2.8565 -0.9388  0.007
H 0.5398 4.9199 -1.2062  0.012
H 5.1558 -1.1282 0.8324  0.000
H 4.1754 1.4045 -0.8488  -0.001
H -3.8559 -1.6821 0.8077  0.000
H 0.7981 3.7386 0.1020  0.008



[6]
The following is a quantum chemistry calculation of 4 unconnected molecules or ions with the total composition C2H13N2O3 in a non-equilibrium geometry, from the OMol25 dataset.

Total energy: -11401.231 eV
Net charge: +1
Lowest unoccupied orbital energy: -3.271 eV
Kohn-Sham gap: 11.43 eV
M: 113.14 g/mol
Energy above the lowest of the compared OMol25 structures with the same formula, charge and spin: 107.4 kJ/mol

Last column: Mulliken charge in e.
CARTESIAN COORDINATES (ANGSTROEM)
O -1.4153 -1.1019 -0.0568  -0.603
O 0.0267 0.6902 -2.4126  -0.596
O 0.0951 -3.1532 -1.2457  -0.609
N 1.9693 0.9893 0.1989  -0.408
N 0.2566 1.0980 1.7089  -0.156
C 0.6525 1.1401 0.4874  0.110
C -1.1440 1.3922 2.0800  -0.772
H -1.4024 0.5852 2.7708  0.341
H -0.7741 -3.5658 -1.2239  0.317
H -0.0697 1.1371 -0.4003  0.470
H -1.3094 2.4191 2.4089  0.322
H 0.7001 -3.8191 -1.6001  0.298
H -0.6734 -1.5878 0.3188  0.333
H 0.8244 0.8469 2.5041  0.270
H -1.8278 1.1932 1.2185  0.263
H 2.2165 0.2351 -0.5720  0.307
H -0.0941 1.2893 -3.1417  0.288
H 2.6864 1.1839 0.9078  0.243
H -0.2026 -0.1568 -2.8008  0.296
H -2.2066 -1.3006 0.4318  0.285